Entry 1:
Density functional theory data (the ωB97M-V functional and the def2-TZVPD basis) for C6H5ClS in the gas phase in a non-equilibrium geometry.

```
13
Properties=species:S:1:pos:R:3:forces:R:3
C 1.077 -0.780 0.638 -0.669 0.349 -0.802
C 0.724 0.693 0.496 -0.186 -1.078 -0.011
C 0.247 1.114 -0.839 0.429 0.555 -0.641
C -0.891 0.495 -1.207 0.622 0.631 -0.082
C -1.345 -0.380 -0.132 -0.338 -0.551 -0.517
C -0.322 -0.341 0.945 0.724 0.774 -1.568
H 1.655 -1.029 1.483 0.568 -0.198 0.783
H 1.256 1.350 1.161 -0.113 0.271 0.104
H 0.857 1.822 -1.442 -0.717 -0.657 0.357
H -1.373 0.598 -2.175 -0.029 -0.131 0.284
H -0.672 -0.399 1.910 -0.554 -0.270 2.065
S -2.684 -1.304 -0.138 0.310 0.246 0.096
Cl 1.469 -1.840 -0.699 -0.047 0.059 -0.068
```
Forces are in eV/Å.

Calculated values
**Relative energy (zero: lowest compared OMol25 entry of this formula, charge and spin)**: 63.86 kJ/mol
**Net charge**: 0
**Orbital gap**: 0.2913 hartree
**SMILES string**: S=C1C=C[C@@H]2[C@H](Cl)[C@H]12
**Molecular weight**: 144.6 g/mol



Entry 2:
Density functional theory data (the ωB97M-V functional and the def2-TZVPD basis) for C6H5F6NO2 in the gas phase in a non-equilibrium geometry.

```
20
Properties=species:S:1:pos:R:3:forces:R:3
C -0.060 0.113 1.803 2.136 1.587 0.062
C -1.153 -0.354 -0.210 0.434 1.450 -1.155
C -0.043 0.471 -0.905 -0.213 0.792 0.743
C 1.403 0.392 1.088 -2.408 -1.335 -0.413
C -0.122 0.541 3.327 0.415 -0.911 -1.085
C 2.363 -0.758 1.672 -0.731 0.847 -1.193
N -1.105 -0.161 1.200 -1.148 -0.113 1.034
O 1.281 0.191 -0.319 -0.868 -0.311 0.713
O 1.799 1.693 1.309 -1.516 -0.428 -2.112
F 1.129 0.873 3.746 -0.462 -0.525 0.272
F -0.851 1.638 3.474 -0.432 -0.225 0.211
F -0.591 -0.465 4.105 0.295 1.052 -0.453
F 1.673 -1.713 2.272 -0.939 -0.442 0.544
F 3.044 -1.347 0.726 0.755 -0.372 -1.269
F 3.222 -0.288 2.539 0.928 0.958 1.053
H -2.158 -0.062 -0.630 0.972 -0.257 0.592
H -0.996 -1.383 -0.415 0.030 -1.136 -0.223
H 0.000 0.154 -1.985 0.264 0.807 1.123
H -0.279 1.591 -0.707 0.462 -1.740 -0.833
H 2.397 1.705 2.001 2.027 0.301 2.389
```
Forces are in eV/Å.

Calculated values
**Relative energy (zero: lowest compared OMol25 entry of this formula, charge and spin)**: 114.36 kJ/mol
**Net charge**: 0
**Orbital gap**: 0.3889 hartree
**SMILES string**: O[C@]1(C(F)(F)F)OCCN=C1C(F)(F)F
**Molecular weight**: 237.1 g/mol



Entry 3:
Density functional theory data (the ωB97M-V functional and the def2-TZVPD basis) for C6H5FINO3S in the gas phase in a non-equilibrium geometry.

```
18
Properties=species:S:1:pos:R:3:forces:R:3
C -0.418 0.410 1.665 1.185 0.405 -0.929
C 0.614 -0.389 1.228 -2.229 2.301 -1.775
C -0.806 1.463 0.718 1.411 -2.355 0.360
C -1.505 -0.824 -0.911 -0.311 0.387 0.375
C -0.136 -1.378 -0.956 -0.640 0.765 -1.549
C 0.948 -0.490 -0.209 -0.769 -0.550 0.012
N 1.018 0.854 -0.789 -0.096 -0.953 0.056
O 2.041 1.265 -1.361 -0.921 0.665 0.434
O -0.023 1.704 -0.404 -0.049 0.818 0.570
O 2.126 -1.146 -0.349 -0.392 -1.417 2.686
F -2.034 3.312 -0.599 -0.079 -0.655 1.184
S -2.225 2.431 0.780 -0.253 0.734 -0.933
I -2.899 -1.910 0.268 0.610 0.091 -0.401
H -0.620 0.134 2.736 -0.775 1.477 -1.179
H 1.156 -0.903 1.900 1.819 -2.047 1.981
H 0.019 -2.375 -0.576 0.170 -0.453 -0.032
H 0.090 -1.256 -2.088 -0.037 -0.456 1.631
H 2.655 -0.902 -1.054 1.355 1.242 -2.490
```
Forces are in eV/Å.

Calculated values
**Relative energy (zero: lowest compared OMol25 entry of this formula, charge and spin)**: 403.08 kJ/mol
**Net charge**: 0
**Orbital gap (spin up / spin down)**: 0.2368 / 0.2663 hartree
**Molecular weight**: 317.1 g/mol



Entry 4:
Density functional theory data (the ωB97M-V functional and the def2-TZVPD basis) for C6H5FO in the gas phase in a non-equilibrium geometry.

```
13
Properties=species:S:1:pos:R:3:forces:R:3
C -0.313 -0.543 0.034 1.736 -4.072 2.788
C -1.506 0.053 0.947 1.236 -1.372 0.170
C -1.089 0.457 -0.436 -5.007 3.473 -2.679
C -0.296 1.709 -0.448 -0.197 -4.032 0.874
C 0.843 1.324 0.096 5.481 3.510 -1.064
C 1.137 -0.166 0.191 2.922 -0.680 -1.306
H -2.264 -0.778 0.900 0.646 1.322 0.987
H -1.177 0.660 1.831 -0.809 -0.781 -1.011
H -1.840 0.029 -1.166 1.026 1.449 0.280
H -0.663 2.634 -0.649 -0.686 2.557 -0.651
H 1.687 2.136 -0.010 -1.244 -1.885 1.124
O 2.273 -0.780 0.103 -5.723 2.745 0.838
F -0.732 -1.716 -0.449 0.621 -2.233 -0.349
```
Forces are in eV/Å.

Calculated values
**Relative energy (zero: lowest compared OMol25 entry of this formula, charge and spin)**: 284.14 kJ/mol
**Net charge**: 0
**Orbital gap**: 0.3612 hartree
**SMILES string**: O=C1C=C[C@@H]2C[C@]12F
**Molecular weight**: 112.1 g/mol



Entry 5:
Density functional theory data (the ωB97M-V functional and the def2-TZVPD basis) for C6H5FO in the gas phase in a non-equilibrium geometry.

```
13
Properties=species:S:1:pos:R:3:forces:R:3
C -0.231 -2.511 -0.031 5.605 -3.942 0.649
C 0.694 -1.253 -0.025 2.486 -6.391 0.353
C -0.379 -0.449 -0.093 -9.059 0.837 -0.657
C -1.295 -1.759 -0.053 -0.523 8.120 -0.444
C 2.106 -1.047 0.027 -2.398 -0.510 -0.427
C -0.874 0.964 0.082 1.152 -1.379 -0.550
O 2.954 -1.912 0.031 1.015 -0.341 0.173
F -2.601 -1.760 -0.034 0.010 -1.100 0.038
H -0.045 -3.637 0.079 -0.201 1.949 -0.315
H 2.190 0.014 -0.032 1.581 1.449 0.099
H -0.770 1.605 -0.792 0.584 0.168 0.104
H -0.285 1.212 0.931 0.463 1.584 0.710
H -1.907 1.025 0.347 -0.715 -0.444 0.268
```
Forces are in eV/Å.

Calculated values
**Net charge**: 0
**Multiplicity**: 3
**Orbital gap (spin up / spin down)**: 0.2769 / 0.2799 hartree
**Molecular weight**: 112.1 g/mol
**<S²>**: 2.014



Entry 6:
Density functional theory data (the ωB97M-V functional and the def2-TZVPD basis) for a molecular structure, C6H5GdN2O6 in a non-equilibrium geometry.

```
20
Properties=species:S:1:pos:R:3:forces:R:3
O -0.027 3.851 -0.151 0.012 -3.266 -0.087
C -0.019 2.711 -0.174 0.000 3.448 0.034
Gd 0.011 -0.069 0.078 -0.057 2.001 -0.903
C 0.016 -2.458 -0.260 -0.105 -6.537 -0.101
O 0.022 -3.608 -0.313 0.021 4.434 -0.029
C -0.018 -0.210 -2.405 0.048 -0.158 1.003
O -0.101 -1.062 -3.223 0.064 0.966 -0.110
C 2.453 -0.009 -0.439 6.121 0.197 -0.855
O 3.596 -0.003 -0.585 -4.614 -0.081 0.505
C -2.448 -0.045 -0.440 -5.562 -0.087 -0.645
O -3.586 -0.056 -0.587 4.129 0.049 0.399
H 0.097 0.962 -2.534 -0.038 -0.793 -0.947
N 1.155 0.021 4.188 -0.346 -0.005 -0.752
C -0.001 -0.003 3.496 0.171 -0.064 1.956
N -1.153 -0.020 4.185 0.116 0.003 -0.557
O 0.002 -0.008 2.221 -0.009 -0.119 1.114
H 1.185 0.022 5.200 -0.021 0.009 -0.249
H 2.037 0.036 3.683 -0.379 -0.011 0.287
H -2.036 -0.036 3.682 0.411 0.003 0.292
H -1.185 -0.020 5.200 0.037 0.010 -0.355
```
Forces are in eV/Å.

Calculated values
**Relative energy (zero: lowest compared OMol25 entry of this formula, charge and spin)**: 0.00 kJ/mol
**Net charge**: +2
**Multiplicity**: 8
**Orbital gap (spin up / spin down)**: 0.2086 / 0.1986 hartree
**Molecular weight**: 358.4 g/mol
**<S²>**: 16.152